Record 1
Formula: C13H14F3NO3
Source: the Open Molecules 2025 dataset
Level of theory: ωB97M-V/def2-TZVPD

Calculated values
Frontier orbital gap = 0.3604 hartree
SMILES = CCc1ccc(C(=O)OCC(=O)NCC(F)(F)F)cc1
LUMO = 0.00886 hartree
Relative energy (zero: lowest compared OMol25 entry of this formula, charge and spin) = 251.85 kcal per mole
Calculated total energy = -1083.5201 Eh
2S+1 = 1

Element x y z (Å)
F  -1.76115  -4.25419  1.94302
F  -3.04804  -4.94065  -0.04311
F  -2.68154  -2.90796  0.50365
O  2.94988  -0.60810  -1.00068
O  1.56018  -1.24549  0.84827
O  1.60762  -4.85503  0.47948
N  0.02564  -3.24895  -0.22120
C  -0.09781  3.39510  0.11551
C  1.32049  -3.84694  0.25807
C  -2.06841  -4.07771  0.56449
C  0.19283  1.02327  0.83966
C  1.71852  1.93417  -0.98761
C  -0.89529  -4.08993  -0.32460
C  0.94490  3.25848  -0.64492
C  -1.92843  4.53858  -0.83296
C  -0.20616  2.29424  0.88161
C  -0.96810  4.61067  -0.05060
C  2.14003  -0.42872  -0.09541
C  1.33770  0.91471  -0.13758
C  2.03019  -2.60854  0.79147
H  2.63854  1.74090  -1.59226
H  -0.19447  -2.20730  0.02805
H  -1.13761  2.48018  1.44752
H  -2.65096  3.62628  -0.66573
H  -0.45959  -5.28292  -0.42656
H  -1.59040  4.36220  -1.94547
H  2.52354  -2.76381  1.81122
H  -2.41154  5.34788  -0.92643
H  -1.59224  -4.00738  -1.45632
H  1.32106  3.97094  -1.57818
H  -0.25219  0.24554  1.39326
H  -0.06765  5.40682  -0.14895
H  3.00220  -2.61768  0.10436
H  -1.30177  4.84135  1.06895

Record 2
Formula: C13H14FN4O10PS2
Source: the Open Molecules 2025 dataset
Level of theory: ωB97M-V/def2-TZVPD

Calculated values
Frontier orbital gap = 0.3193 hartree
SMILES = O=NOCN(P(O)(O)=S)S(=O)(=O)F.O=[N+]([O-])c1ccccc1.O=[N+]([O-])c1ccccc1
LUMO = -0.03312 hartree
Calculated total energy = -2712.6112 Eh
2S+1 = 1

Element x y z (Å)
S  -2.81120  -6.16741  2.19105
S  -2.04704  -4.41172  -0.85908
P  -1.66262  -4.66065  1.97704
F  -3.53797  -4.26356  -1.18496
O  -1.71860  -5.78028  -0.76056
O  -0.11347  -4.98505  1.91877
O  -0.70714  1.25029  0.94206
O  1.77481  3.82278  -3.11683
O  -1.33725  -3.59826  -1.78506
O  -1.74979  -3.66108  3.20947
O  3.02305  2.83759  -4.56310
O  -1.88673  -1.31187  -0.04186
O  -0.28349  0.71751  2.97755
O  -3.83039  -0.44152  -0.08754
N  -3.22419  -1.26252  0.46084
N  2.14884  2.83725  -3.72265
N  -2.03618  -3.63909  0.62462
N  -0.19465  1.46358  2.02161
C  1.45450  4.71249  1.24969
C  1.92699  0.40613  -4.04728
C  -0.11149  0.32455  -2.15209
C  0.69518  3.56359  1.10731
C  1.32409  -0.79944  -3.72520
C  1.21703  2.94291  3.38590
C  1.97541  4.09397  3.51892
C  2.09638  4.97581  2.45251
C  -1.21682  -2.40574  0.58910
C  0.48630  1.53277  -2.46928
C  0.30817  -0.84262  -2.77675
C  1.49994  1.55528  -3.40743
C  0.59183  2.69430  2.17783
H  0.42422  -4.18348  1.84286
H  2.69443  5.87106  2.55887
H  1.64880  -1.70828  -4.21306
H  1.54791  5.39964  0.42037
H  2.47533  4.30186  4.45465
H  1.11965  2.25319  4.21083
H  -1.04234  -2.09905  1.62087
H  -0.15755  -1.78615  -2.52538
H  -2.67761  -3.53359  3.44685
H  0.19660  3.35298  0.17389
H  -0.26388  -2.54986  0.09091
H  2.71702  0.44487  -4.78226
H  0.16394  2.44199  -1.98601
H  -0.89999  0.29482  -1.41796

Record 3
Formula: C13H14FeN4O9
Source: the Open Molecules 2025 dataset
Level of theory: ωB97M-V/def2-TZVPD

Calculated values
Frontier orbital gap (spin up / spin down) = 0.1746 / 0.1746 hartree
LUMO (spin up / spin down) = 0.13409 / 0.13409 hartree
Charge = -2
Calculated total energy = -2663.8152 Eh
2S+1 = 1

Element x y z (Å)
Fe  -0.06885  0.35063  0.21756
O  -1.54861  0.85712  1.59075
O  -1.87930  0.78298  3.80796
O  1.71915  0.11447  -0.76453
O  -2.26587  0.81287  -2.41381
O  -0.61700  1.74584  -1.19030
O  0.00430  -3.34625  1.83564
O  -5.46782  3.81952  -4.57955
O  -5.08327  5.92880  -4.67585
O  3.82373  0.89673  -0.81907
N  0.19567  -1.04991  1.55013
N  -4.78118  4.79280  -4.34076
N  -0.70260  -1.23212  -0.89152
N  0.94759  1.89647  1.08840
C  -3.54062  4.60387  -3.57002
C  -2.02108  3.16233  -2.42811
C  -1.23094  4.26918  -2.14860
C  -1.59441  5.53884  -2.58374
C  0.10350  -2.30436  1.15382
C  -3.19275  3.33118  -3.15520
C  -2.76410  5.72138  -3.30031
C  2.38037  1.71197  0.87956
C  2.67799  0.83079  -0.35462
C  -1.61197  1.75926  -1.96103
C  0.06016  -2.38651  -0.37686
C  -1.33294  0.39870  2.76288
C  -0.24209  -0.69234  2.87198
H  -0.96340  6.39016  -2.36072
H  0.55539  2.65520  0.54233
H  1.07476  -2.29444  -0.76536
H  -3.79616  2.46447  -3.38120
H  -0.65544  -1.54456  3.41751
H  -0.50203  -1.03022  -1.86253
H  0.57114  -0.28796  3.49253
H  -0.32247  4.10581  -1.58389
H  -1.70391  -1.35794  -0.80300
H  -3.07873  6.69313  -3.64861
H  -0.36123  -3.35021  -0.67238
H  0.66367  2.00726  2.05254
H  2.79150  1.18097  1.74012
H  2.93270  2.65003  0.77611

Record 4
Formula: C13H14IN3Ru
Source: the Open Molecules 2025 dataset
Level of theory: ωB97M-V/def2-TZVPD

Calculated values
Frontier orbital gap (spin up / spin down) = 0.2084 / 0.0962 hartree
LUMO (spin up / spin down) = -0.31046 / -0.44422 hartree
Charge = +2
Relative energy (zero: lowest compared OMol25 entry of this formula, charge and spin) = 163.08 kcal per mole
Calculated total energy = -1059.5896 Eh
2S+1 = 5

Element x y z (Å)
I  -2.74784  -0.30164  -0.76445
Ru  -0.72189  0.35735  0.98963
N  0.37205  1.20117  -0.65768
N  0.35144  -1.32550  0.22544
N  -2.64603  1.32087  3.67881
C  -1.78281  2.03842  1.63530
C  1.70205  -2.14029  -1.57180
C  0.84859  -3.66006  0.06170
C  1.06210  2.95641  -2.13193
C  1.10537  0.30433  -1.35517
C  0.34558  2.49292  -1.02890
C  1.06523  -1.07648  -0.89700
C  0.23540  -2.57959  0.69390
C  1.82491  2.05565  -2.86077
C  -1.60235  -0.62582  2.56148
C  1.85163  0.72928  -2.47545
C  -1.84480  0.92213  2.55282
C  1.59131  -3.42904  -1.08704
H  2.44367  0.00417  -3.02558
H  -0.85936  -1.20591  3.07925
H  -1.73124  2.74914  0.85998
H  2.26408  -1.93479  -2.47786
H  -1.35873  2.47219  2.58664
H  1.00589  4.00986  -2.39563
H  -0.37194  -2.69678  1.58010
H  -2.86392  1.75821  1.78797
H  -0.26785  3.14559  -0.42595
H  0.72401  -4.65716  0.47639
H  2.39676  2.38410  -3.72629
H  -2.46791  -1.14026  2.23496
H  2.07616  -4.25142  -1.60955
H  -1.99957  0.12294  3.48667

Record 5
Formula: C13H14N4
Source: the Open Molecules 2025 dataset
Level of theory: ωB97M-V/def2-TZVPD

Calculated values
Frontier orbital gap = 0.2824 hartree
SMILES = [H]/N=C(\C)Cc1ccc2nccnc2c1.CC#N
LUMO = -0.02812 hartree
Relative energy (zero: lowest compared OMol25 entry of this formula, charge and spin) = 121.15 kcal per mole
Calculated total energy = -722.5655 Eh
2S+1 = 1

Element x y z (Å)
N  0.59451  3.89609  -0.86154
N  -3.28303  -0.46070  -0.66585
N  3.24308  2.60243  -2.07342
N  -1.70677  -3.34024  2.52378
C  1.68102  4.61167  -1.44883
C  0.90714  2.49168  -0.88513
C  2.40602  0.27412  -1.36534
C  -0.60111  -2.36017  4.68404
C  2.19413  1.84207  -1.44911
C  1.37515  -0.69838  -0.71827
C  0.04148  -0.01449  -0.17306
C  -1.82722  -2.31801  -1.77811
C  -1.08538  -0.96489  0.48186
C  2.97318  4.00231  -2.06414
C  -1.22010  -2.90919  3.47414
C  -0.16956  1.51256  -0.25052
C  -2.19131  -1.19565  -0.67923
H  -1.40705  -3.28604  -1.31018
H  1.55473  -1.83368  -0.64117
H  1.58405  5.76244  -1.47594
H  -1.16172  1.92655  0.17227
H  -0.01244  -1.46615  4.46388
H  -1.52403  -0.40182  1.38623
H  0.06953  -3.08265  5.15540
H  -1.35127  -2.08023  5.42753
H  -1.06470  -1.83648  -2.50183
H  -0.56091  -1.93481  0.77409
H  -3.83684  -0.73505  -1.49801
H  -2.78785  -2.54201  -2.36904
H  3.37310  -0.21635  -1.75812
H  3.75876  4.70295  -2.52122

Record 6
Formula: C13H14N6O2S3
Source: the Open Molecules 2025 dataset
Level of theory: ωB97M-V/def2-TZVPD

Calculated values
Frontier orbital gap = 0.2903 hartree
LUMO = -0.00870 hartree
Calculated total energy = -2176.8463 Eh
2S+1 = 1

Element x y z (Å)
S  -2.81546  0.51405  -1.41278
S  -1.12734  2.43106  0.72116
S  2.61954  0.40453  -1.43818
O  0.73246  -3.62469  0.94028
O  -3.55620  -1.64227  1.13412
N  1.37857  -1.67702  0.04191
N  -1.68682  -0.40934  1.53470
N  1.10240  1.37852  1.47690
N  2.73356  -1.94122  0.41911
N  0.41249  0.47449  1.46143
N  0.02785  -0.53513  -1.41389
C  1.21054  3.59975  0.22946
C  4.85277  -0.35630  0.40589
C  -0.87148  0.65714  1.21442
C  1.12994  3.91103  -1.05374
C  0.48846  -2.69947  0.36023
C  -0.62420  -2.40066  -0.49793
C  0.50473  2.42723  0.88752
C  -2.99955  -0.47480  0.99849
C  -0.93960  -1.51464  -1.20775
C  1.21669  -0.65667  -0.94244
C  -3.58352  0.13595  -0.04748
C  -2.17538  -1.31833  -1.88827
C  3.52029  -0.77515  -0.01194
H  -3.63354  1.39946  0.54684
H  1.72565  3.06418  -1.63021
H  1.71124  4.92402  -1.49087
H  -1.36758  -1.19633  2.09163
H  5.49038  -0.31823  -0.47050
H  4.87218  0.38417  1.05668
H  5.07331  -1.35685  1.19887
H  -2.96117  -1.81307  -1.62441
H  -1.56562  -3.21227  -0.33171
H  -4.62386  -0.06063  -0.26966
H  0.09169  3.89213  -1.47445
H  2.23001  3.78368  0.95638
H  -2.12048  -1.27364  -3.04690
H  0.71342  4.62965  0.68854